a:
Molecular formula: C31H35BrN8O2Pt
Method: DFT, wB97M-V/def2-TZVPD

Calculated values
HOMO (spin up / spin down): -0.45735 / -0.43024 Ha
net charge: +2
E_LUMO (spin up / spin down): -8.4 / -9.3 eV

Geometry as XYZ:
```
78
Properties=species:S:1:pos:R:3:lowdin_charge:R:1
Pt -0.17323 0.17271 -1.30269 1.22
C 0.01302 -5.38022 5.14665 -0.05
C -1.39220 -4.81324 4.94512 -0.54
C -1.93277 -4.34776 6.31078 -0.01
C -2.30204 -5.91748 4.38382 -0.02
C -1.41247 -3.63247 3.99403 -0.04
C -0.22326 -3.08155 3.46871 -0.03
C -0.29441 -2.01333 2.62676 -0.49
Br 1.29790 -1.22801 1.99291 0.92
C -1.57267 -1.42574 2.21282 -0.31
O -1.59405 -0.52521 1.38038 0.03
C -2.78855 -1.97161 2.81889 -0.02
C -2.65559 -3.04120 3.65421 0.06
C -4.12496 -1.32699 2.48356 -0.52
C -4.09976 0.15089 2.91757 -0.01
C -5.28480 -2.00579 3.20994 -0.05
C -4.39513 -1.43259 0.96859 -0.01
H -0.04471 -6.25131 5.79854 0.10
H 0.68110 -4.66249 5.62486 0.10
H 0.46327 -5.70423 4.20606 0.10
H -1.91715 -5.18778 7.00569 0.11
H -2.96007 -3.98916 6.24172 0.09
H -1.31895 -3.55001 6.73054 0.10
H -2.28522 -6.77072 5.06260 0.10
H -1.95915 -6.25938 3.40569 0.10
H -3.33733 -5.59154 4.28790 0.09
H 0.73810 -3.48801 3.74071 0.11
H -3.54204 -3.47249 4.09432 0.11
H -4.03252 0.23324 4.00351 0.10
H -5.02650 0.63415 2.60397 0.10
H -3.26102 0.69492 2.48755 0.06
H -5.18308 -1.94252 4.29449 0.10
H -5.39264 -3.05463 2.92827 0.10
H -6.21196 -1.49955 2.93976 0.10
H -3.58861 -1.00336 0.37022 0.06
H -5.32144 -0.90735 0.73081 0.10
H -4.52425 -2.47670 0.67452 0.10
O -2.12954 -0.15216 -1.38032 -0.25
C -2.67599 -0.80793 -2.33138 -0.34
C -3.99862 -0.43394 -2.72236 0.00
C -4.61972 -1.05501 -3.76878 -0.06
C -3.96532 -2.08321 -4.46283 -0.06
C -2.69565 -2.50767 -4.07702 -0.04
C -2.04012 -1.91833 -3.01695 -0.09
C -0.79864 -2.47757 -2.49511 -0.26
N 0.06312 -1.84457 -1.71677 -0.06
C 1.02949 -2.74479 -1.34393 -0.15
C 0.76165 -3.93738 -1.93779 -0.04
N -0.38768 -3.74960 -2.66442 0.14
H -4.45669 0.37805 -2.17406 0.12
H -5.61012 -0.75094 -4.07781 0.12
H -4.45235 -2.55877 -5.30288 0.11
H -2.21889 -3.30775 -4.63001 0.12
H 1.79486 -2.49091 -0.62652 0.07
H 1.26033 -4.88799 -1.87839 0.13
H -0.89592 -4.46793 -3.15555 0.17
N -2.31759 2.06141 0.38622 0.21
C -1.41434 2.77986 -0.26881 -0.40
N -1.53933 4.10124 -0.29274 0.19
C -0.57208 4.77162 -0.91983 -0.40
N -0.68418 6.09434 -0.99235 0.20
N 0.54547 4.22630 -1.48223 0.20
C 0.55976 2.92750 -1.43174 -0.27
N -0.38502 2.13090 -0.89492 -0.01
C 1.74224 2.17676 -1.91862 -0.18
C 2.87557 2.80508 -2.39550 0.03
C 3.97265 2.03789 -2.74488 0.00
C 3.89774 0.66328 -2.59507 -0.01
C 2.72998 0.10011 -2.12102 -0.08
N 1.65612 0.83306 -1.79561 -0.08
H -3.04800 2.57052 0.85566 0.13
H -2.22692 1.06648 0.54141 0.04
H -1.47561 6.55129 -0.57308 0.13
H 0.03966 6.63447 -1.43335 0.12
H 2.87481 3.88261 -2.47101 0.13
H 4.87278 2.50505 -3.11994 0.13
H 4.73078 0.02075 -2.83983 0.12
H 2.64199 -0.96744 -2.02158 0.09
```

b:
Molecular formula: C31H35BrN8O2Pt
Method: DFT, wB97M-V/def2-TZVPD

Calculated values
HOMO (spin up / spin down): -0.43152 / -0.43151 Ha
net charge: +2
E_LUMO (spin up / spin down): -8.9 / -8.9 eV

Geometry as XYZ:
```
78
Properties=species:S:1:pos:R:3:lowdin_charge:R:1
Pt 0.04306 -0.14848 0.86778 1.13
C 3.37722 -0.02730 -6.87754 -0.04
C 2.57604 1.27290 -6.73494 -0.54
C 3.52475 2.46467 -6.95819 -0.02
C 1.45609 1.29796 -7.80199 0.00
C 1.90184 1.39523 -5.38873 -0.01
C 1.84218 0.28346 -4.49304 -0.04
C 1.22900 0.42637 -3.31912 -0.50
Br 1.14330 -1.01932 -2.12975 0.99
C 0.63346 1.71942 -2.87475 -0.28
O 0.22920 1.83156 -1.73392 0.11
C 0.61614 2.84140 -3.85691 0.00
C 1.25971 2.62532 -5.03203 0.05
C -0.09803 4.18812 -3.61380 -0.52
C -0.73569 4.36592 -2.22774 -0.05
C 0.91619 5.33065 -3.81355 -0.02
C -1.21981 4.31091 -4.66495 -0.02
H 3.89338 -0.02181 -7.83884 0.10
H 2.73401 -0.91446 -6.86353 0.10
H 4.13816 -0.12570 -6.09434 0.10
H 4.00748 2.34779 -7.93125 0.11
H 4.30614 2.49655 -6.19231 0.10
H 3.00637 3.42686 -6.96637 0.09
H 1.91247 1.17798 -8.78903 0.11
H 0.90601 2.24462 -7.79500 0.09
H 0.74359 0.47964 -7.65076 0.10
H 2.28740 -0.66609 -4.76163 0.12
H 1.27767 3.42757 -5.75984 0.12
H 0.00660 4.34683 -1.42638 0.09
H -1.49062 3.60459 -2.01822 0.08
H -1.22656 5.34321 -2.21160 0.10
H 1.76071 5.23322 -3.12174 0.10
H 0.42125 6.28576 -3.61640 0.10
H 1.30963 5.36810 -4.83369 0.09
H -1.95250 3.50341 -4.55752 0.10
H -0.82908 4.28546 -5.68572 0.09
H -1.73915 5.26405 -4.52664 0.10
O -1.19498 -1.66920 1.50498 -0.24
C -0.98104 -2.11865 2.71299 -0.36
C -2.10206 -2.34421 3.55214 -0.01
C -1.93938 -2.85811 4.80355 -0.06
C -0.64959 -3.15921 5.29207 -0.07
C 0.46236 -2.93760 4.49038 -0.05
C 0.32154 -2.42658 3.20891 -0.11
C 1.47914 -2.27236 2.33214 -0.25
N 1.63548 -1.38914 1.35294 -0.11
C 2.86466 -1.62253 0.75662 -0.18
C 3.47132 -2.64703 1.40228 -0.04
N 2.58840 -3.04164 2.38127 0.14
H -3.08400 -2.10381 3.15851 0.12
H -2.80624 -3.02655 5.43026 0.11
H -0.52308 -3.55659 6.29203 0.11
H 1.44997 -3.14534 4.88902 0.11
H 3.22183 -1.03611 -0.07875 0.08
H 4.42499 -3.12968 1.24052 0.13
H 2.70446 -3.83348 2.99430 0.17
N 2.92437 1.47247 1.84882 0.20
C 1.85276 2.28280 1.88056 -0.42
N 2.03773 3.53362 2.27056 0.19
C 0.95360 4.30648 2.27800 -0.41
N 1.07082 5.56937 2.69338 0.20
N -0.28026 3.91024 1.87247 0.20
C -0.35371 2.66858 1.50071 -0.28
N 0.65014 1.77608 1.52479 0.02
C -1.64137 2.18263 0.92508 -0.19
C -2.74173 2.98768 0.77852 0.02
C -3.86332 2.46920 0.14401 -0.01
C -3.83997 1.16739 -0.32526 -0.01
C -2.70177 0.40809 -0.13815 -0.08
N -1.63474 0.91402 0.48784 -0.07
H 3.80115 1.85022 2.16524 0.12
H 2.83292 0.48957 1.67832 0.05
H 1.96145 5.91068 3.00922 0.12
H 0.26320 6.16580 2.71588 0.12
H -2.69811 4.00279 1.14663 0.13
H -4.74704 3.08415 0.00955 0.13
H -4.69311 0.73274 -0.83000 0.12
H -2.63105 -0.62105 -0.46095 0.12
```

Unit: kcal/mol. Relative energies: a 0.0; b 16.2.

a:
Molecular formula: C3H2O3
Method: DFT, wB97M-V/def2-TZVPD

Calculated values
HOMO (spin up / spin down): -0.32740 / -0.32597 Ha
E_LUMO (spin up / spin down): -1.4 / -1.7 eV

Geometry as XYZ:
```
8
Properties=species:S:1:pos:R:3:lowdin_charge:R:1
O 1.90073 -0.86078 0.04958 0.12
C 0.79933 -0.68723 0.46235 -0.27
C -0.48374 -0.07952 -0.90302 -0.19
O -0.60425 -0.34917 -2.05175 0.15
C -0.62211 0.95728 0.07124 -0.11
O 0.30912 0.83448 0.95425 0.00
H 0.23112 -1.24402 1.21813 0.16
H -1.55638 1.46936 0.32630 0.14
```

b:
Molecular formula: C3H2O3
Method: DFT, wB97M-V/def2-TZVPD

Calculated values
HOMO: -0.37414 Ha
E_LUMO: -2.2 eV

Geometry as XYZ:
```
8
Properties=species:S:1:pos:R:3:lowdin_charge:R:1
C 1.32484 -0.26295 0.02112 -0.04
C -0.05539 0.68669 -0.21248 -0.30
C -1.38541 -0.10551 -0.10222 -0.12
H 1.33018 -1.58443 1.05790 0.23
H -1.13683 -1.29072 0.10309 0.16
O 2.39218 0.38694 -0.58831 -0.10
O 0.08156 1.82642 0.16032 0.15
O -2.55114 0.34357 -0.43941 0.03
```

Unit: kcal/mol. Relative energies: a 0.0; b 62.3.

a:
Molecular formula: C14H56O14
Method: DFT, wB97M-V/def2-TZVPD

Calculated values
HOMO: -0.35791 Ha
E_LUMO: 0.4 eV

Geometry as XYZ:
```
84
Properties=species:S:1:pos:R:3:lowdin_charge:R:1
C 2.81742 -2.25894 -3.00700 -0.16
O 4.09089 -2.85356 -2.96143 -0.11
H 2.22639 -2.83587 -3.71829 0.09
H 2.36514 -2.35703 -2.02013 0.05
H 2.88054 -1.23924 -3.38690 0.07
H 4.54183 -2.37294 -2.26340 0.07
C 0.95482 0.83449 4.22648 -0.12
O 0.95482 -0.49769 4.62335 -0.13
H 0.02972 1.39431 4.36397 0.08
H 1.65223 1.40677 4.83821 0.09
H 1.23309 0.83534 3.17260 0.08
H 0.91722 -0.53358 5.58194 0.12
C -0.80113 -2.99144 3.02086 -0.14
O -1.11453 -1.57870 2.92209 -0.13
H -1.60359 -3.56078 2.55181 0.07
H 0.11389 -3.28500 2.50642 0.06
H -0.61482 -3.30328 4.04855 0.08
H -0.31627 -1.21953 3.31628 0.01
C -4.45395 0.38704 -1.48734 -0.17
O -5.23984 1.49912 -1.21814 -0.11
H -4.30227 0.34465 -2.56590 0.09
H -3.47142 0.40162 -1.01561 0.06
H -4.88238 -0.56894 -1.18626 0.08
H -6.09121 1.33086 -1.62859 0.10
C -1.18396 -0.56688 -3.65776 -0.12
O -0.02587 0.29161 -3.43177 -0.14
H -0.90354 -1.61949 -3.69600 0.07
H -1.91757 -0.43549 -2.86236 0.04
H -1.67914 -0.31324 -4.59508 0.08
H 0.39816 0.04364 -2.60698 0.00
C 3.49244 2.28491 0.82301 -0.13
O 2.46565 2.01025 -0.11711 -0.13
H 4.29995 2.92724 0.47170 0.09
H 3.02844 2.68105 1.72627 0.07
H 3.99721 1.39736 1.20455 0.06
H 2.99830 1.88437 -0.90580 0.02
C -0.10417 -0.12785 -0.30236 -0.12
O 1.17129 -0.34685 -0.89239 -0.15
H -0.05336 -0.21722 0.78278 0.06
H -0.48955 0.84354 -0.61214 0.07
H -0.86265 -0.83316 -0.64196 0.07
H 1.79701 0.35566 -0.70121 0.04
C -2.45018 3.24452 -1.22076 -0.11
O -3.69278 3.68750 -1.92459 -0.13
H -1.60296 3.90489 -1.40575 0.07
H -2.53899 3.26004 -0.13449 0.05
H -2.15081 2.23934 -1.51756 0.05
H -4.35868 3.03434 -1.69754 0.01
C 3.18122 1.84121 -3.22002 -0.17
O 4.16608 1.37461 -2.35900 -0.11
H 3.60643 2.73039 -3.68546 0.09
H 3.00030 1.14109 -4.03560 0.08
H 2.18226 2.08392 -2.85771 0.09
H 4.97362 1.48692 -2.86582 0.10
C -2.85197 -4.17174 -1.02906 -0.14
O -2.84569 -2.74398 -1.20207 -0.14
H -3.84860 -4.50434 -0.73888 0.07
H -2.72308 -4.58590 -2.02904 0.08
H -2.15500 -4.56030 -0.28652 0.06
H -2.89724 -2.30713 -0.34877 0.06
C 0.59480 -3.78143 -0.29765 -0.17
O 0.98025 -5.15237 -0.36141 -0.09
H 1.39779 -3.14972 0.08215 0.07
H 0.28824 -3.30587 -1.22929 0.08
H -0.20810 -3.61273 0.41999 0.04
H 0.43404 -5.51177 -1.06431 0.07
C -2.71789 1.73683 2.49877 -0.16
O -1.81147 2.60375 3.14555 -0.13
H -3.63359 2.27814 2.26088 0.08
H -2.28639 1.23242 1.63421 0.07
H -3.02492 1.01104 3.25181 0.08
H -1.63900 3.26931 2.47555 0.00
C 0.23513 4.09388 1.15289 -0.14
O -1.04785 4.55812 1.48245 -0.14
H 0.45896 4.63403 0.23298 0.09
H 0.95364 4.27477 1.95234 0.08
H 0.19055 3.02384 0.95008 0.07
H -1.14328 5.51329 1.47092 0.11
C 2.93623 -1.31125 1.96970 -0.16
O 2.62237 -2.02252 3.13260 -0.12
H 2.02599 -0.91610 1.51869 0.06
H 3.56200 -0.47342 2.27720 0.06
H 3.50294 -1.88584 1.23705 0.09
H 2.02042 -1.49890 3.66651 0.01
```

b:
Molecular formula: C14H56O14
Method: DFT, wB97M-V/def2-TZVPD

Calculated values
HOMO: -0.35197 Ha
E_LUMO: 0.4 eV

Geometry as XYZ:
```
84
Properties=species:S:1:pos:R:3:lowdin_charge:R:1
C 0.27765 -3.79140 -0.40829 -0.13
O -0.52488 -4.83259 0.17187 -0.11
H 1.05775 -3.41785 0.19915 0.05
H -0.38368 -2.94812 -0.75799 0.10
H 0.76145 -4.09184 -1.27403 0.02
H -0.06456 -5.21999 0.94152 0.09
C -1.91754 3.46723 -2.23185 -0.17
O -3.03308 2.69410 -2.03528 -0.10
H -1.64273 3.26500 -3.22016 0.06
H -1.09306 3.14207 -1.54484 0.08
H -2.05815 4.51128 -2.13409 0.08
H -3.48370 3.07716 -1.28617 0.07
C 3.47287 0.66954 -3.03248 -0.21
O 4.68793 0.05863 -2.98592 -0.10
H 2.71113 0.33488 -2.27601 0.07
H 2.95048 0.42570 -3.97087 0.09
H 3.60494 1.74826 -2.85524 0.07
H 4.93983 -0.06058 -3.91944 0.10
C 1.35765 -1.82559 2.42097 -0.15
O 1.20742 -1.25326 3.66791 -0.10
H 2.28666 -2.22264 2.17450 0.05
H 1.28280 -0.93671 1.69451 0.09
H 0.68497 -2.65077 2.30425 0.07
H 1.69001 -0.42887 3.78601 0.10
C -3.37369 3.47190 2.44960 -0.18
O -2.39072 2.95380 1.63145 -0.14
H -4.35164 3.03319 2.14317 0.09
H -3.38798 4.59922 2.47564 0.09
H -3.08142 3.23179 3.48591 0.08
H -2.76234 2.17445 1.17911 0.03
C 0.67378 2.78350 2.18205 -0.16
O 1.70306 1.81522 1.92214 -0.15
H 1.04705 3.82513 2.45338 0.10
H 0.02879 2.57162 3.03345 0.06
H 0.14605 2.94281 1.28752 0.02
H 2.12069 2.07666 1.05539 0.03
C -1.01035 0.46621 -3.96638 -0.12
O 0.16650 1.07918 -3.39914 -0.18
H -0.77989 -0.59154 -3.96971 0.08
H -1.29555 0.88464 -4.87438 0.05
H -1.87978 0.69218 -3.27498 0.08
H 0.50420 0.60961 -2.59920 0.01
C 1.56172 3.01704 -1.10266 -0.18
O 2.62286 2.49795 -0.43311 -0.09
H 1.78072 3.20015 -2.15565 0.10
H 1.24994 4.02140 -0.67052 0.12
H 0.68428 2.44940 -1.10608 0.02
H 3.41090 2.81915 -0.84221 0.10
C 3.80512 -2.01864 -0.17973 -0.14
O 3.03594 -0.89939 0.09110 -0.12
H 4.38054 -1.85869 -1.15618 0.10
H 3.20492 -2.86217 -0.37677 0.05
H 4.40939 -2.26204 0.69107 0.09
H 3.54416 -0.19286 0.42782 0.08
C -0.45907 0.05827 -0.46710 -0.09
O 0.69188 -0.33101 -1.26745 -0.16
H -0.31525 0.87975 0.26711 0.08
H -0.72652 -0.80295 0.18961 0.06
H -1.29722 0.25557 -1.15118 0.08
H 1.40299 -0.45317 -0.62746 0.04
C -4.48510 0.07599 1.23634 -0.07
O -3.26698 0.47622 0.55942 -0.15
H -4.18957 -0.96074 1.56901 0.09
H -5.32042 0.09897 0.66316 0.05
H -4.58163 0.69758 2.11623 0.07
H -3.08994 -0.27253 0.00623 0.06
C 2.14560 -2.58935 -3.05201 -0.18
O 2.01827 -3.90812 -3.48320 -0.09
H 3.12969 -2.30070 -2.89258 0.04
H 1.50388 -2.27617 -2.22830 0.05
H 1.70582 -1.91894 -3.79633 0.09
H 2.32407 -4.47983 -2.76111 0.08
C -2.40678 -2.90563 1.98223 -0.16
O -1.73354 -3.79836 2.86607 -0.13
H -2.51428 -3.29910 0.98259 0.08
H -1.81568 -2.03567 1.92529 0.03
H -3.39383 -2.67980 2.38374 0.08
H -1.86419 -3.47124 3.78245 0.09
C -1.50993 0.18846 3.35160 -0.18
O -1.57506 -0.93952 4.15117 -0.12
H -2.43401 0.69752 3.24403 0.05
H -0.92228 0.02363 2.45589 0.06
H -0.92504 0.91692 4.01843 0.10
H -0.63526 -1.19057 4.14600 0.05
```

Unit: kcal/mol. Relative energies: a 0.0; b 33.4.